# 1
{
  "formula": "C27H30N5ORuS",
  "method": "ωB97M-V/def2-TZVPD",
  "species": ["Ru", "C", "C", "C", "N", "C", "C", "C", "C", "C", "C", "C", "N", "C", "C", "C", "N", "C", "C", "C", "C", "C", "C", "C", "N", "C", "C", "H", "H", "H", "H", "H", "H", "H", "H", "H", "H", "H", "H", "H", "H", "H", "H", "H", "H", "H", "H", "H", "H", "H", "H", "H", "H", "O", "N", "C", "C", "C", "C", "C", "S", "H", "H", "H", "H"],
  "coordinates": [[-0.236, 0.210, -0.381], [1.178, 1.207, 3.341], [2.122, 0.454, 2.399], [1.689, -0.976, 2.108], [0.784, -1.168, 0.969], [0.332, -2.379, 0.770], [0.686, -3.492, 1.609], [0.123, -4.731, 1.734], [-0.911, -5.344, 1.008], [-1.452, -4.868, -0.156], [-1.162, -3.691, -0.857], [-0.405, -2.581, -0.506], [-0.254, -1.527, -1.323], [-0.178, -1.645, -2.759], [1.166, -1.066, -3.205], [1.321, 0.432, -2.969], [1.273, 0.881, -1.581], [1.924, 1.972, -1.213], [3.159, 2.361, -1.788], [3.920, 3.505, -1.651], [3.663, 4.680, -0.962], [2.529, 4.924, -0.202], [1.492, 4.084, 0.155], [1.262, 2.707, -0.105], [0.350, 1.995, 0.517], [-0.321, 2.464, 1.715], [-0.244, 1.429, 2.831], [1.623, 2.174, 3.600], [1.125, 0.640, 4.277], [3.097, 0.396, 2.891], [2.283, 0.987, 1.465], [1.228, -1.385, 3.015], [2.589, -1.574, 1.921], [1.506, -3.308, 2.286], [0.551, -5.340, 2.524], [-1.255, -6.307, 1.362], [-2.195, -5.502, -0.629], [-1.674, -3.591, -1.806], [-1.000, -1.110, -3.249], [-0.223, -2.695, -3.061], [1.280, -1.229, -4.281], [1.966, -1.615, -2.701], [0.489, 0.933, -3.486], [2.231, 0.767, -3.462], [3.607, 1.596, -2.408], [4.862, 3.480, -2.192], [4.387, 5.479, -1.051], [2.434, 5.934, 0.186], [0.707, 4.562, 0.724], [-1.368, 2.686, 1.481], [0.133, 3.386, 2.087], [-0.687, 0.489, 2.499], [-0.864, 1.795, 3.655], [-1.882, -0.412, 0.718], [-3.060, -0.270, 0.107], [-4.102, -0.928, 0.668], [-5.361, -0.818, 0.157], [-5.562, -0.007, -0.969], [-4.494, 0.641, -1.527], [-3.198, 0.510, -0.992], [-1.828, 1.301, -1.662], [-3.829, -1.522, 1.526], [-6.172, -1.357, 0.623], [-6.549, 0.102, -1.396], [-4.603, 1.270, -2.399]],
  "lowdin_charge": [1.139, -0.195, -0.185, -0.215, -0.021, -0.226, -0.016, -0.084, -0.115, -0.094, -0.029, -0.228, -0.163, -0.235, -0.170, -0.226, -0.114, -0.225, -0.035, -0.101, -0.127, -0.099, -0.025, -0.238, -0.121, -0.220, -0.197, 0.111, 0.107, 0.111, 0.089, 0.120, 0.120, 0.085, 0.104, 0.094, 0.103, 0.103, 0.100, 0.108, 0.112, 0.118, 0.105, 0.097, 0.094, 0.102, 0.090, 0.102, 0.092, 0.117, 0.099, 0.078, 0.113, -0.261, -0.175, -0.015, -0.057, -0.069, -0.088, -0.620, 0.715, 0.140, 0.107, 0.109, 0.106],
  "homo_ev": [-6.356, -6.283],
  "total_charge": 0,
  "e_lumo_ev": [0.4, -0.2],
  "homo_lumo_gap_ev": [6.8, 6.1],
  "spin_multiplicity": 2
}

=====

# 2
{
  "formula": "C27H31BF5MnN6O3PS",
  "method": "ωB97M-V/def2-TZVPD",
  "species": ["Mn", "O", "C", "C", "C", "C", "C", "C", "C", "N", "N", "C", "O", "C", "C", "C", "C", "C", "C", "H", "H", "H", "H", "H", "H", "H", "H", "H", "H", "F", "C", "C", "F", "C", "F", "C", "S", "C", "F", "C", "F", "C", "N", "C", "P", "O", "N", "C", "C", "N", "C", "C", "H", "H", "H", "H", "H", "H", "H", "H", "H", "H", "H", "H", "H", "H", "H", "H", "H", "H", "B", "C", "N", "H", "H", "H"],
  "coordinates": [[-0.234, 0.720, -1.080], [-1.579, -0.021, -2.271], [-2.850, 0.176, -2.273], [-3.626, -0.314, -3.357], [-4.993, -0.154, -3.408], [-5.677, 0.502, -2.379], [-4.948, 0.985, -1.310], [-3.559, 0.844, -1.223], [-2.901, 1.366, -0.046], [-1.635, 1.354, 0.143], [-1.196, 1.873, 1.357], [0.110, 1.816, 1.392], [0.865, 1.335, 0.476], [0.775, 2.388, 2.600], [2.151, 2.256, 2.746], [2.798, 2.812, 3.841], [2.077, 3.510, 4.798], [0.701, 3.653, 4.651], [0.054, 3.096, 3.560], [-3.091, -0.812, -4.156], [-5.542, -0.535, -4.263], [-6.751, 0.635, -2.421], [-5.458, 1.499, -0.501], [-3.516, 1.803, 0.741], [2.698, 1.738, 1.969], [3.873, 2.714, 3.938], [2.583, 3.957, 5.645], [0.135, 4.218, 5.382], [-1.013, 3.209, 3.418], [1.093, 6.313, 2.489], [0.749, 5.597, 1.399], [-0.574, 5.466, 1.032], [-1.527, 6.062, 1.780], [-0.919, 4.719, -0.080], [-2.228, 4.637, -0.363], [0.019, 4.062, -0.883], [-0.423, 3.104, -2.266], [1.350, 4.226, -0.472], [2.341, 3.653, -1.162], [1.713, 4.968, 0.635], [3.009, 5.083, 0.988], [-0.145, -5.074, -1.155], [-0.237, -3.633, -1.147], [-0.394, -3.038, -2.475], [0.317, -2.675, 0.096], [-0.381, -1.377, 0.105], [-0.044, -3.553, 1.475], [-1.443, -3.733, 1.803], [0.869, -4.391, 2.206], [1.966, -2.565, 0.105], [2.602, -1.340, 0.585], [2.821, -3.390, -0.730], [-1.072, -5.495, -1.560], [-0.012, -5.461, -0.145], [0.678, -5.438, -1.784], [-1.263, -3.495, -2.959], [0.488, -3.206, -3.103], [-0.575, -1.967, -2.395], [-2.044, -3.021, 1.241], [-1.607, -3.550, 2.870], [-1.788, -4.752, 1.573], [1.891, -4.193, 1.889], [0.654, -5.462, 2.062], [0.799, -4.187, 3.281], [1.863, -0.670, 1.021], [3.074, -0.804, -0.242], [3.361, -1.589, 1.337], [2.376, -4.367, -0.905], [3.772, -3.552, -0.210], [3.035, -2.917, -1.696], [2.928, -1.157, -4.050], [1.934, -0.482, -3.009], [1.211, -0.001, -2.251], [2.290, -1.960, -4.710], [3.405, -0.292, -4.759], [3.816, -1.727, -3.431]],
  "lowdin_charge": [0.482, -0.187, -0.347, -0.030, -0.136, -0.151, -0.082, -0.139, -0.089, -0.085, 0.098, -0.472, -0.140, -0.136, -0.026, -0.095, -0.116, -0.101, -0.040, 0.103, 0.082, 0.073, 0.097, 0.118, 0.114, 0.092, 0.086, 0.092, 0.106, 0.081, -0.169, -0.163, 0.078, -0.260, 0.064, -0.581, 0.622, -0.263, 0.077, -0.162, 0.085, -0.134, -0.282, -0.078, 0.538, -0.253, -0.310, -0.118, -0.132, -0.298, -0.095, -0.098, 0.080, 0.058, 0.073, 0.083, 0.079, 0.046, 0.080, 0.079, 0.074, 0.070, 0.069, 0.078, 0.057, 0.087, 0.077, 0.057, 0.080, 0.059, -0.456, -0.189, 0.092, -0.015, -0.015, -0.022],
  "homo_ev": [-1.620, -1.284],
  "total_charge": -2,
  "e_lumo_ev": [4.2, 4.2],
  "homo_lumo_gap_ev": [5.8, 5.5],
  "spin_multiplicity": 2
}

=====

# 3
{
  "formula": "C27H31BrIrN4O3S",
  "method": "ωB97M-V/def2-TZVPD",
  "species": ["Ir", "S", "C", "C", "C", "N", "C", "C", "C", "C", "C", "N", "C", "C", "H", "H", "H", "H", "H", "H", "H", "H", "Br", "C", "C", "C", "C", "C", "C", "C", "O", "O", "H", "H", "H", "H", "C", "C", "C", "C", "O", "H", "H", "H", "H", "H", "H", "H", "H", "H", "N", "C", "N", "C", "C", "C", "C", "C", "H", "H", "H", "H", "H", "H", "H", "H", "H", "H"],
  "coordinates": [[-0.203, -0.565, -0.551], [6.240, -1.124, -1.399], [4.552, -0.886, -1.141], [3.687, -1.920, -1.548], [2.343, -1.802, -1.338], [1.800, -0.710, -0.754], [2.617, 0.288, -0.357], [3.974, 0.238, -0.532], [6.924, 0.448, -0.923], [6.941, 1.500, -1.826], [7.499, 2.700, -1.406], [8.016, 2.883, -0.195], [8.012, 1.857, 0.649], [7.477, 0.612, 0.337], [4.071, -2.809, -2.029], [1.659, -2.587, -1.632], [2.144, 1.139, 0.114], [4.581, 1.067, -0.199], [6.546, 1.391, -2.827], [7.535, 3.550, -2.078], [8.455, 2.032, 1.622], [7.502, -0.199, 1.052], [1.486, -1.710, 7.712], [1.086, -1.478, 5.901], [0.916, -2.600, 5.091], [0.622, -2.429, 3.756], [0.497, -1.136, 3.236], [0.669, -0.014, 4.056], [0.964, -0.186, 5.391], [0.191, -0.968, 1.845], [0.048, 0.195, 1.274], [0.032, -1.909, 0.996], [1.016, -3.589, 5.513], [0.488, -3.287, 3.111], [0.568, 0.982, 3.645], [1.100, 0.665, 6.041], [-0.253, 1.846, -3.927], [-1.168, 1.281, -2.852], [-1.599, 2.339, -1.856], [-2.326, 0.508, -3.458], [-0.331, 0.292, -2.136], [-0.829, 2.504, -4.577], [0.167, 1.046, -4.535], [0.558, 2.425, -3.486], [-2.074, 3.159, -2.394], [-0.734, 2.746, -1.330], [-2.309, 1.949, -1.127], [-2.961, 1.208, -4.001], [-2.929, 0.022, -2.693], [-1.965, -0.242, -4.161], [-2.183, -0.632, -0.216], [-3.307, -0.835, -0.006], [-4.546, -1.058, 0.227], [-5.214, -0.545, 1.452], [-6.307, 0.436, 1.058], [-7.267, -0.192, 0.049], [-6.519, -0.693, -1.185], [-5.429, -1.678, -0.796], [-4.457, -0.098, 2.093], [-5.631, -1.415, 1.963], [-5.848, 1.333, 0.632], [-6.837, 0.743, 1.960], [-8.024, 0.534, -0.244], [-7.797, -1.026, 0.518], [-6.070, 0.149, -1.721], [-7.201, -1.189, -1.877], [-4.813, -1.983, -1.641], [-5.852, -2.575, -0.340]],
  "lowdin_charge": [1.654, 1.111, -0.481, -0.053, -0.086, -0.152, -0.078, -0.017, -0.537, -0.074, -0.116, 0.086, -0.115, -0.070, 0.125, 0.129, 0.128, 0.121, 0.115, 0.118, 0.118, 0.113, 0.856, -0.665, -0.087, 0.018, -0.150, 0.013, -0.089, -0.511, -0.105, -0.092, 0.116, 0.132, 0.130, 0.115, -0.013, -0.625, -0.023, -0.013, -0.303, 0.107, 0.097, 0.096, 0.108, 0.095, 0.072, 0.110, 0.058, 0.101, 0.059, -0.162, -0.047, -0.101, -0.166, -0.183, -0.167, -0.102, 0.132, 0.139, 0.122, 0.126, 0.122, 0.125, 0.119, 0.127, 0.130, 0.139],
  "homo_ev": [-14.016, -14.010],
  "total_charge": 2,
  "e_lumo_ev": [-7.4, -8.8],
  "homo_lumo_gap_ev": [6.6, 5.2],
  "spin_multiplicity": 2
}

=====

Computed energy above the lowest of the compared OMol25 structures with the same formula, charge and spin (kcal per mole) in order:
0.0, 2.1, 0.0